{"formula": "C54H151N9O26", "method": "ωB97M-V/def2-TZVPD", "species": ["O", "H", "H", "O", "H", "H", "O", "H", "H", "O", "H", "H", "O", "H", "H", "O", "H", "H", "O", "H", "H", "O", "H", "H", "C", "O", "C", "C", "N", "C", "C", "O", "C", "H", "H", "H", "H", "H", "H", "H", "H", "H", "H", "H", "H", "H", "H", "H", "C", "O", "C", "C", "N", "C", "C", "O", "C", "H", "H", "H", "H", "H", "H", "H", "H", "H", "H", "H", "H", "H", "H", "H", "C", "O", "C", "C", "N", "C", "C", "O", "C", "H", "H", "H", "H", "H", "H", "H", "H", "H", "H", "H", "H", "H", "H", "H", "C", "O", "C", "C", "N", "C", "C", "O", "C", "H", "H", "H", "H", "H", "H", "H", "H", "H", "H", "H", "H", "H", "H", "H", "C", "O", "C", "C", "N", "C", "C", "O", "C", "H", "H", "H", "H", "H", "H", "H", "H", "H", "H", "H", "H", "H", "H", "H", "C", "O", "C", "C", "N", "C", "C", "O", "C", "H", "H", "H", "H", "H", "H", "H", "H", "H", "H", "H", "H", "H", "H", "H", "C", "O", "C", "C", "N", "C", "C", "O", "C", "H", "H", "H", "H", "H", "H", "H", "H", "H", "H", "H", "H", "H", "H", "H", "C", "O", "C", "C", "N", "C", "C", "O", "C", "H", "H", "H", "H", "H", "H", "H", "H", "H", "H", "H", "H", "H", "H", "H", "C", "O", "C", "C", "N", "C", "C", "O", "C", "H", "H", "H", "H", "H", "H", "H", "H", "H", "H", "H", "H", "H", "H", "H"], "positions_angstrom": [[-4.30498, -2.43996, -3.83035], [-3.44934, -2.04368, -4.07448], [-4.28130, -2.81930, -2.91990], [0.01652, 1.02471, -3.52962], [0.39635, 1.60017, -4.19997], [-0.15590, 1.56326, -2.75539], [1.08524, 4.93421, -5.33693], [1.96902, 5.17895, -5.78122], [0.39750, 5.60838, -5.51743], [-1.50195, 6.59174, 1.37252], [-1.32957, 5.84175, 1.95836], [-2.41345, 6.78770, 1.71939], [-2.69624, -0.09836, -4.10828], [-1.79648, 0.18642, -4.04661], [-3.01330, -0.08920, -3.17433], [-6.41636, -0.90550, -3.19790], [-6.57511, -1.43373, -3.99751], [-5.45146, -1.03279, -3.02791], [-2.42477, 6.75497, -1.17008], [-2.08109, 6.46382, -0.28653], [-1.63729, 6.84604, -1.72561], [-4.25470, 6.24660, -2.93215], [-3.52920, 6.53826, -2.28421], [-4.74707, 7.01402, -3.14229], [3.75346, 2.22586, -3.08053], [4.87170, 2.48877, -2.28878], [6.07863, 1.86182, -2.52299], [5.95973, 0.38191, -2.04377], [5.98649, 0.29060, -0.55927], [4.64563, 0.47248, 0.00712], [4.75648, 1.05095, 1.47290], [3.44298, 0.77806, 2.08682], [3.51854, 0.94011, 3.47984], [2.96429, 3.00864, -2.99555], [3.30607, 1.27306, -2.92166], [4.07324, 2.27506, -4.10102], [6.86397, 2.42327, -1.96523], [6.29599, 1.83942, -3.60980], [6.79033, -0.23699, -2.33922], [5.08084, -0.14174, -2.54997], [6.29755, -0.63124, -0.21690], [3.97728, -0.39202, 0.00214], [4.02497, 1.23478, -0.57394], [4.91486, 2.17230, 1.59304], [5.62308, 0.61344, 2.01137], [4.35266, 0.44917, 3.98797], [2.55089, 0.67325, 3.96085], [3.66738, 2.02703, 3.72605], [1.45157, 9.39765, 0.21798], [1.26958, 8.58647, -0.88661], [1.21225, 7.25160, -0.75611], [1.18332, 6.57224, -2.13658], [-0.07382, 6.91510, -2.81490], [0.05019, 8.11705, -3.69502], [-1.16725, 8.05678, -4.67575], [-0.95416, 6.94889, -5.53170], [-2.07860, 6.42111, -6.18512], [2.54404, 9.43616, 0.34507], [0.90590, 9.01998, 1.10201], [1.10006, 10.41476, -0.07190], [0.35131, 6.92125, -0.14069], [2.06803, 6.87305, -0.14786], [1.15235, 5.48575, -1.91757], [2.07624, 6.97470, -2.71617], [-0.26552, 6.18276, -3.45557], [1.02608, 8.19280, -4.19241], [0.03562, 9.05450, -3.13603], [-1.31235, 8.98941, -5.18423], [-2.03944, 7.86299, -4.01747], [-2.35992, 7.15931, -6.96101], [-2.96635, 6.21412, -5.45944], [-1.74575, 5.53267, -6.72457], [0.48043, -2.38493, -2.79678], [1.02884, -3.56994, -3.21970], [1.90507, -3.51581, -4.36684], [2.40046, -4.82736, -4.91788], [3.39922, -5.47288, -4.09623], [4.01114, -6.58943, -4.73175], [5.12841, -7.07512, -3.77226], [4.57111, -7.55689, -2.52728], [5.50912, -7.68455, -1.51854], [1.18337, -1.57001, -2.45642], [-0.14357, -2.57926, -1.88925], [-0.21983, -1.86293, -3.49135], [2.79051, -2.94750, -4.02344], [1.37520, -2.89839, -5.16316], [2.96452, -4.60137, -5.81595], [1.51821, -5.51803, -5.14003], [3.05587, -5.77531, -3.21327], [4.53908, -6.23540, -5.64596], [3.32901, -7.42474, -4.95197], [5.86179, -6.25293, -3.55766], [5.78922, -7.83296, -4.23218], [5.08545, -8.38995, -0.80040], [5.86364, -6.77331, -0.94877], [6.35572, -8.29171, -1.87684], [-3.61491, -0.12628, 0.02172], [-4.60815, -0.28132, 1.01219], [-5.87001, -0.38473, 0.33658], [-6.93158, -0.22344, 1.38188], [-8.33867, -0.14817, 1.00976], [-9.19912, -0.34681, 2.17278], [-10.48648, -1.04190, 1.75618], [-11.19278, -1.44225, 2.89078], [-12.25208, -2.31483, 2.73772], [-3.77198, -0.91378, -0.73590], [-2.67235, -0.19843, 0.57286], [-3.75662, 0.84808, -0.49915], [-5.86085, -1.45638, -0.03449], [-5.88046, 0.30150, -0.58143], [-6.71887, 0.65885, 1.94542], [-6.73860, -0.99072, 2.12078], [-8.57163, -0.86329, 0.24190], [-9.38883, 0.62787, 2.58782], [-8.83641, -0.98287, 2.89969], [-10.10411, -1.92842, 1.25912], [-11.07077, -0.44673, 1.11997], [-12.91154, -2.00846, 1.93679], [-12.95498, -2.20241, 3.62046], [-11.98876, -3.38032, 2.65035], [-1.58912, -3.60804, 2.90862], [-0.96405, -3.47385, 4.18483], [-0.08434, -2.42252, 4.33509], [0.09254, -2.13592, 5.81438], [-0.92143, -1.34190, 6.38957], [-0.99198, 0.02738, 5.98625], [-2.39514, 0.61377, 5.73160], [-2.87098, 0.36825, 4.49107], [-3.88028, -0.63542, 4.40710], [-0.91400, -3.30967, 2.08462], [-2.42519, -2.86082, 2.94785], [-1.93923, -4.67422, 2.87187], [-0.45185, -1.46279, 3.88685], [0.85759, -2.58665, 3.84487], [1.03356, -1.63603, 6.06342], [0.03535, -3.11240, 6.30539], [-1.72470, -1.84252, 6.16788], [-0.40260, 0.30311, 5.03409], [-0.64734, 0.76653, 6.70115], [-2.29381, 1.65835, 5.93072], [-3.12616, 0.31564, 6.52613], [-4.14402, -0.78361, 3.39831], [-4.75551, -0.38775, 5.09284], [-3.45936, -1.61117, 4.68302], [6.56687, -9.74596, 2.83613], [7.13101, -8.76521, 1.96761], [6.71397, -7.43498, 2.24368], [5.16435, -7.20135, 2.18859], [4.96810, -5.71713, 2.24544], [5.25630, -5.21439, 3.62961], [5.08163, -3.75599, 3.68496], [3.70116, -3.47119, 3.31639], [3.47146, -2.05364, 3.46973], [5.66828, -10.18707, 2.35069], [6.18264, -9.41363, 3.77980], [7.33867, -10.43545, 3.00066], [7.22166, -6.91393, 1.45303], [7.12604, -7.03448, 3.14802], [4.54940, -7.70276, 2.97006], [4.88195, -7.53340, 1.22073], [3.99860, -5.45219, 2.10280], [6.28610, -5.37771, 3.78120], [4.66698, -5.72647, 4.42106], [5.65507, -3.17715, 3.00455], [5.30747, -3.30061, 4.68502], [4.10767, -1.53763, 2.83431], [3.65093, -1.85575, 4.52147], [2.40085, -1.82607, 3.15320], [-0.38821, 3.71511, 3.78850], [-1.40446, 4.16077, 2.86577], [-2.43916, 3.15523, 2.59461], [-3.18277, 3.60557, 1.31499], [-4.00210, 4.76792, 1.52555], [-4.87012, 5.02433, 0.28903], [-5.99019, 4.09548, 0.14004], [-6.99668, 4.18673, 1.25232], [-8.23602, 3.47096, 0.92069], [0.17727, 4.54674, 4.22096], [0.39290, 3.12202, 3.32714], [-0.91458, 3.18972, 4.55545], [-3.05978, 3.12501, 3.48765], [-2.02677, 2.19306, 2.40782], [-3.74194, 2.66153, 1.07588], [-2.48294, 3.77285, 0.45308], [-4.58400, 4.57923, 2.38182], [-4.21156, 4.97477, -0.51568], [-5.22599, 6.06204, 0.26848], [-5.58027, 3.06186, 0.20882], [-6.60161, 4.26165, -0.78782], [-8.64782, 3.94516, 0.03147], [-8.92428, 3.54156, 1.74949], [-8.10910, 2.37890, 0.70414], [1.43595, -6.80555, 1.56160], [2.41632, -5.84576, 1.16536], [2.11918, -5.28081, -0.17522], [2.89685, -3.99698, -0.47353], [4.33607, -4.22326, -0.45690], [5.08349, -3.31983, -1.40168], [6.55771, -3.62638, -1.44777], [7.19233, -2.64331, -0.62214], [6.75912, -2.65358, 0.72684], [1.32292, -7.67912, 0.86703], [0.49959, -6.31118, 1.75065], [1.79752, -7.26656, 2.46303], [1.08085, -5.09706, -0.19004], [2.26275, -5.97910, -0.99191], [2.60349, -3.09965, 0.21530], [2.69958, -3.65320, -1.50246], [4.75833, -4.36677, 0.48400], [4.84534, -2.28438, -1.22000], [4.62258, -3.58040, -2.31741], [6.91203, -3.50419, -2.48412], [6.86016, -4.59081, -1.13540], [6.82512, -3.67624, 1.08655], [5.71610, -2.37002, 0.95469], [7.39678, -2.03471, 1.33409], [-0.12021, 0.04665, 1.55217], [-0.18226, 1.43189, 1.06279], [0.96570, 1.77309, 0.27101], [0.61411, 2.93074, -0.67086], [-0.59743, 2.66054, -1.35709], [-1.14239, 3.68208, -2.23929], [-2.27455, 3.27824, -3.09369], [-3.28996, 2.77181, -2.30385], [-4.56209, 2.74122, -2.91920], [-1.05038, -0.06585, 2.02281], [0.69867, 0.11334, 2.30086], [0.10509, -0.80006, 0.90707], [1.30718, 0.87397, -0.29270], [1.77407, 2.21855, 0.87520], [1.41816, 3.03019, -1.36733], [0.56257, 3.88321, -0.16408], [-1.30668, 2.31273, -0.67003], [-0.31475, 3.91416, -2.86551], [-1.36970, 4.52044, -1.60629], [-1.93492, 2.48785, -3.74921], [-2.55373, 4.15499, -3.64871], [-4.66787, 2.10107, -3.80357], [-5.16532, 3.65856, -3.01074], [-5.12533, 2.13603, -2.17611]], "forces_ev_per_a": [[0.047, -0.520, 0.825], [-0.152, -0.093, 0.397], [0.471, 0.388, -1.224], [0.319, -1.055, -1.252], [0.003, 0.061, -0.003], [-0.294, 0.676, 1.216], [1.740, 0.188, -0.730], [-2.497, -0.232, 0.982], [0.748, 0.084, -0.149], [-1.377, 0.476, 0.881], [0.407, -0.676, -0.050], [0.919, -0.034, -0.725], [-1.548, -0.676, 1.004], [1.417, 0.515, 0.129], [0.356, 0.232, -1.028], [0.519, 0.029, 0.236], [0.290, 0.252, 0.419], [-1.235, -0.008, -0.618], [0.099, -0.156, 0.764], [-0.313, 0.346, -0.460], [0.675, 0.189, -0.224], [1.488, -0.868, 0.590], [-1.159, -0.542, -0.484], [-0.768, 1.177, -0.275], [0.135, 0.985, -0.678], [-1.032, 1.972, 1.323], [0.179, -1.920, -0.283], [0.301, -0.483, 0.478], [-1.486, -0.239, -0.252], [-0.625, 2.670, 0.691], [-1.201, 0.296, -0.330], [1.783, -0.509, 0.174], [-0.682, 1.876, 0.810], [0.786, -0.367, 0.454], [-0.411, -0.981, 0.384], [0.071, -0.155, -1.092], [-0.581, -0.555, -0.414], [0.132, 0.173, 0.240], [0.664, 0.100, -0.504], [0.586, 0.804, 0.742], [0.101, 0.737, -0.894], [0.305, -0.532, 0.314], [1.210, -0.857, 0.573], [-0.092, -1.160, -0.793], [-0.669, -0.343, -0.022], [-0.057, -0.445, -0.318], [0.613, -0.138, -0.471], [-0.120, -0.564, -0.185], [0.367, 0.529, 0.136], [-0.785, 1.866, -2.067], [0.293, -2.667, 1.247], [0.034, 0.887, 0.924], [0.887, 1.475, -0.322], [-0.987, -0.051, -0.139], [0.836, -0.731, 1.886], [0.606, -0.177, 0.404], [-1.460, 0.574, 0.111], [-0.202, 0.226, 0.821], [0.306, 0.251, -0.206], [0.163, -0.708, 0.425], [-0.098, 0.192, -0.417], [0.119, 0.025, -0.488], [0.539, 0.535, -0.525], [-0.791, -1.046, 0.508], [-0.219, -0.932, -0.624], [-0.123, -0.538, -0.383], [-0.455, -0.228, 0.349], [-0.028, 0.467, -0.664], [0.127, 0.096, -0.476], [-0.454, -0.352, 0.288], [1.513, 0.248, -1.191], [-0.191, -0.132, 0.318], [-1.050, 2.110, 1.264], [0.567, -1.721, -0.855], [-0.473, 2.174, 0.213], [-1.160, -0.981, 0.447], [-0.259, 0.874, -0.037], [1.934, -0.519, 0.617], [0.691, 0.190, 0.282], [-0.399, 1.070, -1.596], [1.019, -1.158, 1.165], [-0.008, -0.869, -0.508], [0.490, -0.214, -0.610], [0.541, -0.581, -0.150], [-0.118, 0.006, -0.371], [0.635, -0.806, 0.680], [-0.460, 0.193, -0.586], [0.879, 0.772, -0.058], [-0.456, -0.075, 0.839], [-0.492, -0.413, 0.306], [0.061, 0.081, -0.197], [-0.893, -0.165, -0.071], [-0.573, -0.252, 0.084], [-0.275, 0.352, 0.278], [-0.596, -0.551, -1.021], [0.334, 0.558, -0.099], [-0.348, 0.290, 0.217], [-0.651, 0.567, -0.404], [0.604, -1.091, -1.269], [-0.346, 0.297, 0.413], [-0.046, -1.830, -1.938], [-1.410, 1.198, -1.889], [1.241, -0.969, 0.637], [0.493, 0.606, 1.222], [-1.847, -0.064, 0.964], [0.586, -0.047, 0.097], [0.056, 0.057, -0.675], [0.464, -0.362, 0.289], [-0.473, 1.027, -0.156], [-0.383, -0.640, 1.357], [0.280, 1.069, 0.262], [-0.041, -0.770, 0.219], [0.574, 1.281, 1.604], [-0.186, 0.402, 0.510], [1.450, -1.272, 1.726], [-0.306, -0.419, -0.668], [-0.994, 0.799, -1.131], [-0.012, -0.102, -0.802], [1.144, -0.225, -0.580], [0.207, 0.296, -0.144], [-0.450, 0.598, 0.946], [-0.426, -1.064, -0.098], [0.179, 2.119, -0.236], [1.422, -0.723, 0.068], [0.036, 0.898, 0.788], [-0.300, 1.816, -1.537], [0.446, -1.027, 2.385], [-1.311, -0.412, -2.225], [0.220, -0.037, 1.921], [-0.161, -0.499, 0.230], [0.245, -0.848, -0.616], [0.226, 1.189, -0.364], [-0.205, -0.632, 0.008], [0.528, -0.597, -0.229], [0.299, -0.429, -0.370], [0.459, 0.047, 0.128], [-2.263, -0.430, -0.130], [-0.640, -0.666, 1.039], [0.834, -0.451, 0.829], [0.051, 1.121, -0.433], [0.490, -0.270, -0.377], [-0.665, 0.486, -1.264], [0.908, -0.312, -0.988], [-0.074, 0.029, 0.482], [-1.289, 0.438, -1.479], [-0.603, 0.120, 1.069], [-0.934, -0.691, -0.577], [1.009, 1.599, 0.461], [0.313, -0.154, 1.674], [-0.344, -0.852, -1.207], [-2.287, 1.439, 0.854], [0.406, 0.598, 0.430], [-2.303, -2.367, 0.394], [0.659, -0.162, 0.088], [0.186, 0.824, 0.702], [0.781, -1.360, 0.238], [-0.299, 0.791, -0.508], [0.333, -0.241, 0.917], [0.651, -0.025, -0.298], [-0.687, -0.328, -0.783], [-0.064, -0.552, -0.406], [1.274, -0.409, 0.671], [0.188, 0.215, -0.352], [1.094, 0.070, -0.859], [-0.286, -0.633, -0.368], [1.357, 1.247, -1.117], [-0.160, 0.662, 0.180], [1.519, -0.278, 0.529], [-0.469, 0.687, -0.679], [0.678, -0.533, 0.062], [0.636, 2.414, -0.712], [0.516, -1.609, 0.439], [-1.640, 0.264, -0.002], [0.159, 1.391, 2.930], [-2.702, -1.790, 0.665], [0.260, -0.560, -0.952], [1.613, -0.091, -0.438], [-0.629, 0.325, -0.086], [-0.199, -0.646, -0.406], [0.088, -0.609, 0.842], [-0.450, -0.151, -0.049], [0.631, -0.742, 0.011], [-0.010, 0.637, -0.214], [-0.375, -0.067, 0.901], [0.417, 0.447, -1.371], [1.017, -0.399, -1.627], [0.064, -0.106, 0.420], [-0.510, 0.343, -0.525], [0.947, -0.244, 0.459], [-0.323, -0.009, -0.078], [-0.005, 0.345, 0.304], [0.298, 0.784, 0.147], [0.902, -0.469, -0.723], [-0.589, 0.109, -1.981], [0.715, 0.213, 1.139], [0.666, 1.085, 1.068], [0.828, 0.057, 0.159], [-1.437, -2.524, 1.382], [-0.371, 2.360, -0.137], [0.610, 0.625, 0.073], [-0.140, -1.126, -0.027], [-0.002, 0.960, 0.030], [-0.637, 0.071, -0.004], [0.144, 0.077, 0.652], [-1.489, 0.586, 0.062], [0.624, -0.617, 0.120], [0.121, -1.454, -0.802], [-0.510, -0.385, 0.382], [-0.535, 0.309, -1.021], [0.410, 0.754, 0.169], [-0.301, -0.105, -1.393], [0.172, 0.284, 0.474], [-0.142, -1.285, 0.532], [0.131, -0.336, 0.378], [0.053, 0.254, -0.701], [0.482, 0.351, -0.049], [1.872, 2.376, 0.947], [0.529, -1.488, -1.002], [-0.066, 0.743, -0.153], [-0.381, -0.468, 0.382], [-2.147, -2.269, -0.048], [1.160, -0.073, 1.729], [0.567, -0.443, -0.203], [-1.070, 0.442, 0.166], [-1.710, -1.777, 1.484], [-1.217, -0.494, 0.852], [-0.495, -0.654, -0.091], [-0.057, 0.452, -0.894], [-0.086, 0.645, 0.297], [-0.063, -0.879, 0.202], [0.762, 0.004, -0.655], [0.021, 0.508, 0.796], [0.816, 0.469, -0.931], [0.705, 0.735, -0.912], [-0.406, 0.955, -0.065], [0.010, -0.108, -0.655], [-0.505, 0.463, -0.474], [0.712, 0.425, -0.319], [1.039, 0.255, -0.133], [-0.121, 0.352, -0.313]], "total_charge": 0, "e_above_lowest_kcal_mol": 0.0, "homo_lumo_gap_ev": 8.586, "e_homo_ev": -8.273}